C4H6ClFS | wB97M-V/def2-TZVPD

ORCA input file:
```
! wB97M-V def2-TZVPD RIJCOSX def2/J DEFGRID3
* xyz 0 1
C 0.985 -0.845 -0.595
C 0.184 -0.024 0.364
C -1.265 -0.324 0.651
C 0.092 1.437 0.017
H 1.896 -0.426 -0.967
H 0.770 -0.180 1.239
H -1.490 -1.056 1.389
H -1.749 -0.660 -0.267
H 0.011 1.666 -1.034
H 0.837 2.091 0.401
F 1.256 -2.029 0.063
S -1.571 1.461 0.876
Cl 0.045 -1.111 -2.137
*
```

LUMO	0.8022	eV
HOMO	-8.89	eV
Kohn-Sham gap	9.69	eV
max |F|	1.724	eV/A
ΔE to the lowest compared entry with this formula, charge and spin	48.4	kJ/mol